(1)
{
  "formula": "C48H39O10PS2",
  "method": "wB97M-V/def2-TZVPD",
  "orbital_gap_ev": 8.0,
  "e_lumo_ev": -1.11,
  "species": ["C", "C", "C", "C", "C", "C", "O", "O", "S", "O", "O", "P", "S", "H", "H", "H", "H", "H", "H", "H", "H", "H", "H", "H", "H", "H", "H", "H", "C", "C", "C", "C", "C", "C", "C", "O", "C", "C", "C", "C", "C", "C", "C", "O", "H", "H", "H", "H", "H", "H", "H", "H", "C", "C", "C", "C", "C", "C", "C", "O", "C", "C", "C", "C", "C", "C", "C", "O", "H", "H", "H", "H", "H", "H", "H", "H", "C", "C", "C", "C", "C", "C", "C", "O", "C", "C", "C", "C", "C", "C", "C", "O", "H", "H", "H", "H", "H", "H", "H", "H"],
  "coordinates": [[-2.743, 1.748, 3.739], [-3.453, 2.909, 3.059], [-2.831, 4.230, 3.559], [-4.948, 2.938, 3.353], [-5.268, 2.769, 4.841], [-5.721, 1.917, 2.512], [-6.928, 1.513, 3.154], [-7.987, 1.942, 2.297], [-9.396, 2.129, 3.126], [-9.413, 1.147, 4.131], [-9.190, 3.546, 4.012], [-8.336, 4.778, 3.337], [-9.362, 6.081, 2.349], [-1.692, 1.838, 3.495], [-2.843, 1.815, 4.811], [-3.085, 0.788, 3.371], [-3.254, 2.836, 1.998], [-3.583, 4.980, 3.737], [-2.261, 4.064, 4.462], [-2.131, 4.606, 2.826], [-5.310, 3.917, 3.059], [-4.485, 3.201, 5.444], [-6.227, 3.200, 5.076], [-5.313, 1.717, 5.100], [-5.991, 2.387, 1.578], [-5.137, 1.040, 2.262], [-7.736, 5.364, 4.457], [-7.317, 4.248, 2.543], [2.707, -1.948, 6.782], [2.037, -0.734, 6.671], [1.950, -0.098, 5.445], [2.541, -0.668, 4.325], [3.231, -1.876, 4.441], [3.303, -2.518, 5.670], [3.909, -2.485, 3.260], [4.503, -3.538, 3.359], [3.839, -1.764, 1.959], [4.502, -2.286, 0.856], [4.431, -1.635, -0.364], [3.691, -0.464, -0.492], [3.035, 0.064, 0.606], [3.113, -0.577, 1.835], [2.424, 0.017, 3.010], [1.777, 1.041, 2.900], [2.767, -2.447, 7.739], [1.582, -0.285, 7.544], [1.427, 0.844, 5.354], [3.828, -3.459, 5.753], [5.071, -3.199, 0.956], [4.949, -2.042, -1.223], [3.631, 0.035, -1.451], [2.462, 0.977, 0.512], [1.875, 2.115, -8.303], [1.335, 1.542, -7.156], [2.167, 1.023, -6.181], [3.545, 1.066, -6.352], [4.086, 1.622, -7.514], [3.246, 2.155, -8.482], [5.559, 1.637, -7.739], [6.031, 2.125, -8.744], [6.437, 1.031, -6.698], [7.808, 0.986, -6.910], [8.638, 0.438, -5.948], [8.103, -0.061, -4.765], [6.737, -0.023, -4.551], [5.898, 0.514, -5.518], [4.427, 0.519, -5.285], [3.956, 0.084, -4.255], [1.221, 2.528, -9.061], [0.262, 1.503, -7.024], [1.751, 0.581, -5.286], [3.669, 2.595, -9.374], [8.221, 1.377, -7.829], [9.706, 0.400, -6.118], [8.755, -0.482, -4.012], [6.317, -0.413, -3.634], [-0.722, -0.798, 1.850], [-1.082, -1.857, 2.678], [-1.545, -3.041, 2.132], [-1.662, -3.169, 0.754], [-1.321, -2.099, -0.077], [-0.842, -0.919, 0.477], [-1.480, -2.197, -1.555], [-1.179, -1.269, -2.277], [-2.024, -3.462, -2.122], [-2.230, -3.558, -3.492], [-2.723, -4.731, -4.036], [-3.005, -5.818, -3.215], [-2.806, -5.727, -1.849], [-2.323, -4.548, -1.296], [-2.145, -4.456, 0.180], [-2.391, -5.404, 0.897], [-0.351, 0.122, 2.279], [-0.996, -1.756, 3.753], [-1.820, -3.869, 2.771], [-0.567, -0.097, -0.170], [-2.007, -2.713, -4.128], [-2.887, -4.802, -5.103], [-3.384, -6.736, -3.643], [-3.027, -6.567, -1.207]],
  "forces_ev_per_angstrom": [[0.129, 0.201, -0.579], [0.172, 0.391, 0.830], [0.259, -0.515, -0.378], [-0.452, -0.439, 0.067], [0.357, -0.363, -0.439], [0.335, 0.669, -0.130], [0.102, -0.241, 0.232], [-0.601, 0.384, -0.052], [-0.376, 0.589, -1.292], [-0.282, -1.265, 1.415], [1.419, -0.017, -0.653], [-1.097, 1.517, -0.325], [0.129, -0.359, 0.110], [0.357, -0.159, 0.053], [-0.056, -0.155, 0.340], [-0.113, -0.329, 0.077], [-0.278, -0.046, -0.474], [-0.207, 0.395, 0.100], [0.034, 0.076, 0.385], [0.202, 0.236, -0.189], [-0.012, 0.320, -0.120], [0.078, 0.404, 0.297], [-0.271, 0.172, 0.252], [-0.055, -0.232, 0.111], [-0.035, -0.003, -0.438], [0.103, -0.405, 0.224], [0.184, -0.485, 0.138], [0.009, -0.362, 0.439], [-0.029, 0.053, -0.002], [0.014, -0.060, 0.008], [-0.069, 0.030, 0.126], [0.090, -0.123, -0.060], [-0.046, 0.107, -0.079], [-0.010, -0.047, 0.148], [0.095, -0.199, -0.012], [0.003, 0.015, 0.013], [-0.072, 0.104, 0.071], [0.058, -0.047, -0.142], [-0.034, 0.049, 0.009], [0.024, 0.002, -0.091], [0.008, 0.028, -0.123], [0.042, -0.133, 0.099], [-0.118, 0.277, -0.047], [0.005, 0.001, 0.039], [0.001, -0.001, 0.008], [-0.007, -0.004, 0.007], [0.013, 0.009, -0.111], [0.041, 0.000, -0.106], [-0.037, -0.024, 0.110], [-0.016, -0.003, -0.019], [0.004, -0.033, -0.024], [-0.017, 0.014, 0.104], [-0.031, -0.027, 0.050], [0.020, 0.034, -0.059], [-0.145, 0.006, 0.012], [0.105, 0.026, -0.098], [0.019, -0.068, 0.132], [-0.114, 0.044, -0.094], [0.076, 0.101, -0.189], [0.000, -0.010, 0.011], [-0.111, -0.047, 0.085], [0.155, -0.012, -0.002], [-0.019, -0.021, 0.063], [0.034, 0.018, -0.045], [0.110, -0.054, 0.073], [-0.029, 0.061, -0.119], [-0.102, -0.074, 0.167], [0.035, -0.017, 0.084], [-0.006, 0.002, -0.004], [-0.008, 0.008, 0.005], [0.094, -0.013, 0.050], [0.107, -0.031, 0.022], [-0.101, 0.047, -0.039], [0.009, 0.003, 0.003], [0.007, -0.002, 0.003], [-0.106, 0.016, -0.028], [-0.054, -0.019, 0.057], [0.034, 0.038, -0.037], [0.038, 0.035, 0.149], [0.000, 0.068, -0.131], [-0.041, -0.142, 0.011], [0.042, 0.112, 0.079], [0.072, 0.175, -0.132], [-0.013, -0.007, 0.006], [-0.022, -0.062, 0.129], [-0.026, -0.035, -0.148], [-0.011, -0.059, 0.031], [0.012, 0.046, -0.044], [-0.058, -0.116, -0.085], [0.049, 0.144, -0.016], [-0.041, -0.175, 0.145], [-0.008, 0.010, -0.010], [0.009, 0.008, -0.010], [0.014, 0.007, 0.005], [-0.015, -0.077, -0.087], [-0.031, -0.047, -0.091], [0.052, 0.064, 0.084], [0.003, -0.005, -0.008], [-0.003, -0.005, -0.006], [0.021, 0.055, 0.100]],
  "mulliken_charge": [-1.689, 0.537, -1.768, 0.763, -1.777, -0.990, -0.155, -0.293, 0.704, -0.435, -0.256, 0.338, -0.358, 0.462, 0.323, 0.323, 0.442, 0.444, 0.389, 0.393, 0.459, 0.428, 0.326, 0.368, 0.423, 0.475, 0.064, 0.065, -0.501, -0.570, -0.556, 0.371, 0.218, -0.614, 0.543, -0.678, 0.226, -0.830, -0.377, -0.591, -0.789, 0.445, 0.605, -0.751, 0.408, 0.420, 0.516, 0.488, 0.476, 0.486, 0.524, 0.547, -0.446, -0.545, -0.593, 0.089, 0.268, -0.605, 0.537, -0.670, 0.421, -0.670, -0.407, -0.609, -0.470, 0.078, 0.458, -0.648, 0.397, 0.417, 0.616, 0.476, 0.475, 0.393, 0.408, 0.628, 0.024, -1.156, -0.874, 0.359, 0.691, -1.220, 0.467, -0.705, 0.169, -0.508, -0.497, -0.483, -0.565, 0.206, 0.538, -0.662, 0.796, 0.582, 0.481, 0.577, 0.483, 0.403, 0.402, 0.476]
}



(2)
{
  "formula": "C4H5NOS",
  "method": "wB97M-V/def2-TZVPD",
  "smiles": "CSC=C=O.C#N",
  "e_above_lowest_ev": 2.113,
  "orbital_gap_ev": 9.2,
  "e_lumo_ev": 0.33,
  "species": ["C", "C", "C", "C", "N", "O", "S", "H", "H", "H", "H", "H"],
  "coordinates": [[0.472, 0.589, 2.674], [-1.207, -0.489, -0.425], [-1.382, -1.463, 0.410], [0.966, 0.545, -1.736], [1.158, 0.201, 3.494], [-1.483, -2.368, 1.128], [-0.197, -0.851, -1.854], [-0.166, 0.982, 1.930], [-1.738, 0.444, -0.418], [1.558, 0.460, -0.830], [0.406, 1.475, -1.765], [1.612, 0.475, -2.608]],
  "forces_ev_per_angstrom": [[-0.305, 0.287, -0.291], [0.538, 0.644, -1.379], [-0.030, -1.157, 1.060], [-0.216, -0.517, 0.046], [0.570, -0.369, 0.636], [-0.063, 0.425, -0.237], [-0.061, 0.274, 0.244], [-0.240, 0.073, -0.344], [-0.382, 0.052, 0.266], [0.064, 0.097, 0.033], [0.064, 0.131, 0.010], [0.060, 0.061, -0.043]],
  "mulliken_charge": [0.091, -0.825, 0.733, -0.727, -0.340, -0.342, -0.093, 0.257, 0.443, 0.248, 0.253, 0.304]
}